No. 1
Computed, not measured: a molecular structure, C49H50GeN3O3PRhSi, with ωB97M-V/def2-TZVPD.

```
! RIJCOSX wB97M-V def2-TZVPD def2/J DEFGRID3
* xyz 1 5
Rh -0.65 1.60 -0.59
Ge -0.58 -4.04 0.46
P -0.72 3.76 0.61
Si 2.71 2.04 -4.40
O -0.46 -0.83 -0.96
O -2.34 0.28 -1.00
O 1.47 0.79 0.40
N -2.04 2.97 -1.86
N -1.37 4.78 -0.57
N -0.98 0.51 1.51
C -2.47 3.67 2.76
C 3.16 -2.08 -0.11
C 3.79 4.54 0.82
C 0.71 1.74 -2.08
C -3.18 4.63 -3.75
C -1.43 4.37 2.16
C -0.45 -6.96 3.50
C -2.22 -2.97 0.19
C -1.00 5.58 2.70
C -3.22 3.25 -3.92
C -1.70 -0.84 -1.03
C 3.10 4.15 1.96
C -2.11 -5.36 4.20
C -2.22 0.27 1.93
C -0.48 -5.31 -1.01
C 1.17 -3.18 0.72
C 1.44 0.32 1.73
C -2.57 5.17 -2.64
C 1.73 3.97 1.91
C -2.50 -0.48 3.06
C 3.77 -2.20 1.13
C -3.07 4.18 3.91
C 0.66 -5.46 -1.81
C -2.64 5.38 4.44
C -0.43 -7.18 -3.10
C 1.74 4.55 -0.43
C -1.89 -4.63 3.04
C 1.88 -2.57 -0.31
C -1.44 -1.03 3.76
C 0.04 0.00 2.20
C 1.50 1.86 -3.01
C -0.95 -5.04 2.10
C 0.68 -6.38 -2.84
C 1.04 4.17 0.71
C -1.56 -7.04 -2.31
C -1.61 6.09 3.84
C -2.46 -2.13 -1.08
C -1.39 -6.53 4.44
C -2.64 2.46 -2.95
C 2.45 0.62 -5.60
C 4.42 2.00 -3.66
C -0.15 -0.79 3.32
C 3.11 4.74 -0.37
C -1.58 -6.12 -1.27
C -0.24 -6.22 2.35
C 1.80 -3.30 1.96
C 2.35 3.68 -5.21
C -2.00 4.29 -1.71
C 3.09 -2.82 2.17
H 2.08 -0.55 1.86
H -2.41 -2.36 1.08
H 4.56 2.80 -2.94
H -2.99 -3.75 0.20
H -1.56 -7.10 5.34
H -2.16 -2.67 -1.98
H -2.81 2.74 2.34
H 4.86 4.69 0.86
H 4.78 -1.84 1.28
H -2.43 -7.67 -2.49
H 5.18 2.12 -4.44
H 1.43 -2.46 -1.29
H 1.21 4.68 -1.37
H -2.47 -3.73 2.88
H 0.10 -7.87 3.68
H -2.85 -5.03 4.92
H -2.64 1.38 -3.02
H -3.53 -0.65 3.36
H 0.70 -1.21 3.83
H -1.39 5.77 -0.44
H 3.69 -1.61 -0.94
H 1.51 0.03 -0.20
H 1.54 -4.86 -1.61
H 4.61 1.05 -3.16
H -2.52 6.23 -2.48
H -0.18 6.13 2.24
H 3.64 4.00 2.89
H -1.61 -1.65 4.64
H 3.05 3.86 -6.04
H 2.81 0.89 -6.59
H -3.02 0.68 1.32
H 1.20 3.68 2.81
H -3.88 3.63 4.38
H -2.47 -6.04 -0.66
H -3.69 2.80 -4.78
H -1.28 7.03 4.25
H 0.49 -6.57 1.62
H 1.57 -6.49 -3.45
H -3.11 5.78 5.33
H 3.56 -2.94 3.13
H 1.29 -3.80 2.78
H -3.53 -1.90 -1.17
H 1.34 3.71 -5.61
H 1.84 1.13 2.35
H 3.64 5.05 -1.26
H -0.41 -7.90 -3.90
H 2.99 -0.27 -5.27
H 2.46 4.50 -4.50
H 1.39 0.36 -5.68
H -3.63 5.29 -4.48
*
```

Output
E: -5105.27962 Eh
HOMO energy (alpha / beta): -10.671 / -10.779 eV
LUMO energy (alpha / beta): -2.0 / -4.9 eV
Gap between HOMO and LUMO (alpha / beta): 8.70 / 5.88 eV
Energy relative to the best compared isomer or geometry (same formula, charge and spin): 0.00 kJ/mol

These are the Mulliken partial charges, in e, on atoms 1 to 2: 0.420, 2.207

=====

No. 2
Computed, not measured: a molecular structure, C49H51AsGeN10O3PSTi, with ωB97M-V/def2-TZVPD.

```
! RIJCOSX wB97M-V def2-TZVPD def2/J DEFGRID3
* xyz 0 2
As -0.27 -1.50 3.85
Ge 1.88 0.07 0.33
Ti -0.49 -0.81 1.00
S 1.74 -2.26 2.13
P -1.84 -3.93 -0.86
O -0.27 0.67 2.11
O 2.28 -3.50 2.73
O -0.10 5.73 -4.59
N 0.50 -2.69 1.13
N -3.58 5.53 -0.31
N -3.36 5.07 0.83
N -0.66 -1.35 -1.02
N -1.43 -2.16 -2.94
N -3.72 -3.62 1.15
N 0.76 -3.73 0.33
N -2.05 0.41 0.30
N 0.51 -5.49 -0.95
N -2.15 -2.06 1.28
C 3.43 -0.13 1.63
C 1.84 -5.30 -0.78
C -2.56 4.00 1.11
C 3.16 -1.95 -3.25
C -3.22 5.28 -2.68
C 3.98 0.23 -1.78
C -1.46 -0.46 5.12
C -0.95 -0.90 -3.19
C 2.09 4.29 1.00
C 2.00 2.07 0.05
C -4.14 -2.69 2.06
C 2.87 -0.49 -1.34
C -3.70 2.51 -0.56
C 4.66 -0.12 -2.93
C -0.97 1.77 1.86
C 2.07 2.64 -1.21
C 4.24 -1.21 -3.68
C 4.62 -0.75 1.27
C -1.35 5.55 -1.21
C -1.92 1.66 0.81
C 5.62 -0.98 2.20
C -3.17 -1.73 2.12
C -0.92 2.96 2.58
C 1.20 -1.52 5.17
C -0.52 5.70 -2.29
C -0.19 -4.57 -0.21
C 5.45 -0.61 3.52
C 3.27 0.23 2.96
C 2.00 -4.20 0.00
C -0.49 -0.42 -2.00
C -0.85 -3.34 4.28
C -2.71 2.76 0.40
C -1.73 4.03 2.23
C -4.41 -4.81 0.78
C -2.49 -3.22 0.70
C 2.19 4.84 -0.27
C -1.02 5.59 -3.59
C 2.18 4.01 -1.37
C -3.90 1.20 -0.99
C 4.27 0.01 3.90
C -2.10 -3.03 -3.85
C -0.11 -6.52 -1.74
C -2.38 5.35 -3.77
C 2.00 2.92 1.15
C 2.49 -1.59 -2.09
C -2.73 5.37 -1.38
C -1.26 -2.40 -1.60
C -3.06 0.20 -0.55
C -0.53 5.66 -5.92
H -0.24 3.06 3.41
H 1.60 -0.52 5.33
H 0.36 5.81 -6.53
H -4.28 5.13 -2.84
H -1.57 -3.98 -3.94
H 2.89 -3.71 0.33
H -1.28 -3.41 5.28
H -3.76 -5.68 0.88
H 0.52 5.92 -2.15
H -2.41 -0.15 4.68
H -0.89 -6.07 -2.37
H -2.80 5.26 -4.77
H -0.05 0.54 -1.79
H 0.64 -6.99 -2.37
H -0.95 5.64 -0.21
H 0.83 -1.91 6.12
H 2.07 2.00 -2.08
H 4.76 -1.47 -4.59
H 2.08 4.93 1.87
H -5.08 -2.78 2.57
H -5.29 -4.95 1.41
H -1.26 6.44 -6.15
H -0.57 -7.28 -1.11
H 5.51 0.46 -3.25
H -2.15 -2.55 -4.83
H 6.22 -0.80 4.25
H -1.68 4.95 2.79
H 1.65 -2.19 -1.76
H -3.23 -0.83 -0.88
H -0.98 -0.47 -4.17
H 2.58 -5.93 -1.22
H -1.66 -1.03 6.03
H 1.94 2.50 2.14
H -4.71 0.97 -1.67
H 2.83 -2.81 -3.82
H 4.31 1.08 -1.19
H 4.77 -1.05 0.25
H -0.96 4.67 -6.15
H -1.57 -3.71 3.55
H -3.16 -0.81 2.69
H 2.33 0.69 3.27
H -4.34 3.30 -0.91
H -4.74 -4.75 -0.27
H 2.27 4.42 -2.37
H 4.12 0.31 4.93
H 6.54 -1.47 1.89
H 0.04 -3.97 4.24
H -3.11 -3.24 -3.51
H -0.90 0.44 5.38
H 2.00 -2.17 4.81
H 2.28 5.91 -0.38
*
```

Output
E: -8572.62800 Eh
HOMO energy (alpha / beta): -4.729 / -4.887 eV
LUMO energy (alpha / beta): -0.8 / -0.7 eV
Gap between HOMO and LUMO (alpha / beta): 3.94 / 4.17 eV
Energy relative to the best compared isomer or geometry (same formula, charge and spin): 576.23 kJ/mol

These are the Mulliken partial charges, in e, on atoms 1 to 2: 2.125, 4.708

=====

No. 3
Computed, not measured: a molecular structure, C49H51IrN4O3PS3Sb, with ωB97M-V/def2-TZVPD.

```
! RIJCOSX wB97M-V def2-TZVPD def2/J DEFGRID3
* xyz 1 2
Ir -0.31 0.32 0.44
Sb -2.04 3.38 -1.37
S -1.55 -4.38 -2.31
S 1.05 0.89 -4.60
S -0.53 2.64 0.23
P -2.34 -0.03 1.21
O 0.46 -1.53 0.90
O -1.23 -2.98 0.88
O 1.27 0.90 1.94
N 0.97 0.51 3.16
N 0.53 -2.95 -1.90
N 2.89 -2.69 1.14
N 0.68 0.04 -2.22
C 4.55 -0.98 1.53
C -3.43 -0.96 0.10
C 1.02 -1.14 4.84
C -4.26 5.43 -1.36
C 0.24 4.84 -2.72
C 0.80 -5.24 -1.04
C 5.28 -3.25 1.06
C 1.34 -0.71 3.57
C 4.25 -2.32 1.26
C 5.00 -4.67 0.65
C 0.82 -5.25 3.74
C 0.09 -0.88 -3.07
C 0.91 5.47 -3.76
C 1.26 1.00 -2.89
C -1.00 4.27 -2.96
C -0.08 -2.67 1.17
C -3.13 5.26 0.77
C -0.39 -2.18 -2.58
C -2.43 -0.85 2.84
C 7.74 -3.80 1.02
C -5.13 0.32 -3.54
C -3.95 6.26 1.28
C 2.13 2.05 -2.30
C 0.29 1.35 3.97
C 2.88 -4.23 3.01
C -2.90 1.16 -3.24
C -4.92 6.84 0.47
C 0.18 -0.57 -4.39
C 6.61 -2.82 1.21
C -3.38 2.04 -2.27
C -3.78 0.31 -3.88
C -1.56 -2.78 -2.89
C 0.14 -4.49 2.81
C -0.04 0.96 5.24
C 0.05 -4.14 -1.71
C 0.32 -0.31 5.69
C 5.86 -0.57 1.64
C -4.73 2.07 -1.95
C -1.58 4.32 -4.23
C -5.60 1.21 -2.58
C -3.35 1.45 1.59
C -5.08 6.42 -0.85
C -3.29 4.85 -0.55
C 2.20 -3.48 2.03
C 6.88 -1.49 1.50
C 0.79 -3.58 1.98
C 2.19 -5.10 3.84
C 0.35 5.52 -5.03
C -0.90 4.94 -5.26
H -6.66 1.23 -2.33
H -0.58 1.65 5.88
H -2.37 4.80 1.39
H -1.85 1.16 -3.52
H -2.54 3.86 -4.42
H -0.94 -4.55 2.72
H 0.18 -5.78 -0.33
H 8.70 -3.34 1.26
H -3.48 -1.06 3.06
H -1.33 4.98 -6.25
H 5.64 -4.97 -0.17
H -4.42 -1.07 0.55
H -4.27 1.13 2.10
H -2.81 2.14 2.24
H -3.42 -0.36 -4.64
H -3.64 1.98 0.68
H 0.05 2.31 3.52
H 0.69 4.79 -1.74
H 1.66 -4.81 -0.51
H -5.82 -0.35 -4.04
H 3.95 -4.13 3.10
H 0.29 -5.94 4.38
H 1.18 -5.95 -1.78
H -1.87 -1.77 2.87
H 2.05 2.98 -2.84
H -3.53 -0.41 -0.83
H -2.99 -1.93 -0.09
H 2.75 -5.66 4.58
H -2.05 -0.15 3.59
H -3.83 6.59 2.30
H 0.06 -0.63 6.69
H -4.39 5.11 -2.39
H 5.18 -5.37 1.47
H 7.79 -4.15 -0.01
H 0.87 6.00 -5.84
H -5.56 7.62 0.87
H 7.91 -1.17 1.61
H -2.41 -2.36 -3.40
H 1.86 2.22 -1.26
H -0.15 -1.17 -5.22
H 6.09 0.47 1.85
H 1.88 5.93 -3.58
H 3.17 1.72 -2.33
H 3.96 -4.78 0.34
H 1.32 -2.14 5.13
H 7.62 -4.68 1.66
H 3.73 -0.28 1.63
H -5.83 6.88 -1.47
H 2.29 -2.05 0.63
H 1.88 -1.29 2.83
H -5.11 2.78 -1.22
*
```

Output
E: -4222.88109 Eh
HOMO energy (alpha / beta): -9.411 / -9.410 eV
LUMO energy (alpha / beta): -2.2 / -2.7 eV
Gap between HOMO and LUMO (alpha / beta): 7.21 / 6.72 eV
Energy relative to the best compared isomer or geometry (same formula, charge and spin): 84.95 kJ/mol

These are the Mulliken partial charges, in e, on atoms 1 to 2: 0.959, 1.191